{
  "formula": "C14H21N3O3S",
  "method": "wB97M-V/def2-TZVPD",
  "species": ["C", "N", "C", "O", "C", "C", "S", "N", "C", "C", "O", "H", "H", "H", "H", "H", "H", "H", "H", "H", "H", "H", "H", "O", "C", "N", "C", "C", "C", "C", "C", "C", "C", "H", "H", "H", "H", "H", "H", "H", "H", "H"],
  "positions_angstrom": [[0.48897, 6.41958, -1.77342], [-0.34370, 5.53326, -0.96141], [-0.04999, 4.25144, -0.69053], [0.99820, 3.75133, -1.08113], [-1.04054, 3.44151, 0.19065], [-1.49928, 2.08708, -0.39047], [-0.15442, 0.87301, -0.34167], [-2.21466, 4.20261, 0.65798], [-3.23665, 4.71670, -0.03059], [-3.47142, 4.36461, -1.48825], [-4.00043, 5.48634, 0.52548], [0.66310, 5.97063, -2.75368], [1.45400, 6.56855, -1.28531], [-0.00185, 7.38519, -1.90286], [-1.19337, 5.91157, -0.57100], [-0.46409, 3.20032, 1.08481], [-1.80826, 2.21638, -1.42734], [-2.33855, 1.69914, 0.18905], [-0.74229, -0.12049, -1.02980], [-2.22038, 4.46040, 1.63313], [-2.57337, 4.51933, -2.08029], [-3.79345, 3.32793, -1.55852], [-4.26605, 5.00090, -1.87583], [-0.73009, -2.39895, -0.74614], [-0.46947, -2.46572, 0.44844], [-0.03344, -3.63586, 1.03871], [0.25796, -4.86195, 0.30796], [1.58331, -5.41882, 0.76040], [2.73294, -4.61276, 0.76139], [3.97081, -5.14181, 1.13929], [4.07284, -6.48587, 1.50966], [2.93523, -7.29840, 1.50805], [1.69598, -6.76609, 1.13674], [-0.59708, -1.58465, 1.06939], [0.23168, -3.59595, 2.01827], [-0.54483, -5.58680, 0.47721], [0.30958, -4.67866, -0.77085], [2.66740, -3.57326, 0.45198], [4.85392, -4.50972, 1.13371], [5.03597, -6.89843, 1.79513], [3.01419, -8.34359, 1.79175], [0.82160, -7.41004, 1.12991]],
  "forces_ev_per_angstrom": [[0.16, -0.52, 0.17], [-1.01, 0.81, 0.16], [1.01, -0.49, -0.37], [-0.66, -0.08, 0.25], [-0.66, 0.01, 0.12], [0.28, 0.04, -0.62], [0.37, -0.05, 0.02], [1.83, -0.81, 0.44], [-1.39, 0.79, -0.81], [0.14, -0.02, 0.20], [-0.30, 0.18, 0.24], [0.03, 0.05, 0.09], [-0.02, 0.02, -0.11], [-0.07, -0.21, 0.13], [0.19, 0.02, -0.04], [0.01, 0.14, 0.10], [-0.05, -0.05, 0.05], [0.06, 0.30, 0.01], [-0.16, 0.07, 0.10], [-0.02, 0.14, -0.06], [0.09, -0.19, -0.14], [0.07, -0.09, -0.12], [0.10, -0.01, 0.19], [0.13, 0.04, 0.53], [0.07, -1.63, -1.15], [-0.32, 1.49, -0.02], [0.09, 0.00, 0.14], [0.51, -0.57, 0.11], [0.10, -0.45, 0.13], [-0.43, -0.21, -0.05], [-0.33, 0.06, -0.06], [0.04, 0.44, -0.12], [0.45, 0.33, -0.01], [0.17, 0.04, 0.66], [-0.11, -0.06, -0.38], [0.13, -0.02, -0.05], [-0.22, 0.36, 0.26], [-0.05, -0.10, 0.05], [-0.12, -0.08, -0.01], [-0.13, 0.05, -0.03], [-0.02, 0.13, -0.03], [0.02, 0.12, 0.00]],
  "multiplicity": 1,
  "e_above_lowest_kcal_mol": 0.0,
  "lumo_ev": 0.668,
  "smiles": "CNC(=O)[C@H](CS)NC(C)=O.O=CNCc1ccccc1",
  "gap_ev": 9.431
}